[1]
DFT (ωB97M-V/def2-TZVPD) results for a cluster of 2 separate species, C4H12N2 in total.

- HOMO-LUMO gap: 0.336 hartree
- LUMO energy: 0.9661 eV
- HOMO level: -0.3009 hartree
- ΔE to the lowest compared entry with this formula, charge and spin: 164.3 kJ/mol
- Net charge: 0

Structure (XYZ):
```
18
Properties=species:S:1:pos:R:3:forces:R:3:mulliken_charge:R:1
C -1.835269 -0.286655 3.459441 -0.200 0.022 -0.247 -0.82
C -1.353689 0.157597 2.299124 -1.001 0.344 0.208 0.12
N -1.877939 -0.152745 1.048815 0.481 0.464 0.245 -0.43
H -2.639806 -1.010717 3.488133 0.056 -0.150 -0.001 0.21
H -1.551511 0.161882 4.391555 0.262 0.030 0.188 0.24
H -0.671856 0.998092 2.293016 0.414 -0.219 -0.096 0.26
H -2.644351 -0.800539 1.009142 0.210 -0.239 -0.095 0.18
H -1.202066 -0.157466 0.305486 -0.157 -0.277 -0.157 0.25
C 1.385047 1.302080 -1.350265 -0.379 -0.559 -0.057 -1.00
N 0.922185 -0.069508 -1.449531 -0.081 0.034 0.927 -0.21
C 1.615181 -1.025876 -2.263010 -0.251 -0.669 -1.365 -0.93
H 0.546847 1.993270 -1.281345 -0.047 -0.068 0.480 0.34
H 2.089270 1.414137 -0.533267 -0.030 0.232 0.300 0.25
H 1.877381 1.596906 -2.241325 0.767 0.373 -1.101 0.42
H -0.071383 -0.145268 -1.547737 -0.128 0.047 -0.265 0.20
H 1.205624 -1.094018 -3.289353 -0.106 0.087 0.135 0.29
H 1.539171 -2.043349 -1.869737 0.068 0.124 0.232 0.30
H 2.667170 -0.837819 -2.469144 0.122 0.424 0.669 0.33
```
Positions in Å, forces in eV/Å.



[2]
DFT (ωB97M-V/def2-TZVPD) results for a structure of composition C4H6ClO4P.

- HOMO-LUMO gap: 0.193 hartree
- LUMO energy: 5.8666 eV
- HOMO level: 0.0221 hartree
- ΔE to the lowest compared entry with this formula, charge and spin: 265.8 kJ/mol
- Net charge: -2

Structure (XYZ):
```
16
Properties=species:S:1:pos:R:3:forces:R:3:mulliken_charge:R:1
C 0.786963 0.072959 -0.113842 0.453 1.227 -1.061 -1.11
C -0.483835 0.961523 -0.170307 0.239 1.400 0.394 0.36
C -0.251059 -1.050142 0.088788 1.697 1.500 3.469 0.73
C -0.541040 1.678974 -1.503365 -0.216 -2.322 -1.951 -1.28
O 0.044186 -0.415259 2.660517 -0.241 -0.491 -0.365 -0.80
O -0.740703 -2.855217 2.142070 -0.502 -0.121 0.196 -0.81
O 1.633372 -2.098314 1.576279 0.412 -0.154 -0.075 -0.80
O -1.359012 -0.159832 0.040288 -0.291 1.788 -0.166 -0.45
P 0.191323 -1.707752 1.844910 0.251 -0.071 0.255 0.67
Cl -0.317468 -1.959752 -1.293035 -0.123 -3.028 -2.964 -0.31
H 1.567996 -0.007188 -0.975689 -1.943 0.148 0.744 0.33
H 1.394353 0.437764 0.684561 0.167 -0.750 1.105 0.33
H -0.546676 1.758103 0.658757 0.032 -1.416 -0.732 0.25
H -0.669036 0.823444 -2.299737 0.021 1.754 1.178 0.22
H 0.477812 1.995073 -1.621880 0.589 0.575 -0.336 0.31
H -1.187175 2.525617 -1.718317 -0.544 -0.038 0.308 0.36
```
Positions in Å, forces in eV/Å.



[3]
DFT (ωB97M-V/def2-TZVPD) results for a cluster of 2 separate species, C5H6Br2NP in total.

- HOMO-LUMO gap: 0.281 hartree
- LUMO energy: -0.5392 eV
- HOMO level: -0.3007 hartree
- ΔE to the lowest compared entry with this formula, charge and spin: 0.0 kJ/mol
- Net charge: 0

Structure (XYZ):
```
15
Properties=species:S:1:pos:R:3:forces:R:3:mulliken_charge:R:1
C 0.224351 1.765029 -0.954908 -0.729 0.976 1.234 -0.98
C -1.122074 1.407904 -1.387660 2.025 -0.946 0.052 -0.04
C 0.626060 0.809603 -0.008687 0.877 1.707 -1.605 -0.05
C -1.334095 0.137387 -0.862985 -2.041 -0.084 0.107 -0.19
C -0.119123 -1.391818 0.801553 -2.365 2.688 0.610 -0.98
N -0.285604 -0.141914 -0.002971 -1.975 -3.493 0.407 0.18
P -3.595886 -0.940364 -1.096272 3.416 1.489 0.393 0.28
Br -4.131217 0.860324 -2.224165 -0.651 -0.064 -0.165 -0.11
Br -4.260816 -0.486997 0.959577 -0.105 0.012 0.048 -0.09
H 0.654929 2.782884 -1.070547 -0.151 -1.116 -0.147 0.31
H -1.661819 1.956153 -2.146462 -0.121 -0.165 0.336 0.35
H 1.532323 0.600775 0.541799 0.057 0.580 -0.064 0.31
H -0.221772 -2.249214 0.231197 -0.915 -1.577 -1.299 0.38
H 0.852849 -1.464334 1.141184 2.108 0.385 0.926 0.34
H -0.819778 -1.335527 1.675341 0.572 -0.390 -0.833 0.29
```
Positions in Å, forces in eV/Å.



[4]
DFT (ωB97M-V/def2-TZVPD) results for a structure of composition C3H4N2OS.

- HOMO-LUMO gap (spin up / spin down): 0.292 / 0.292 hartree
- LUMO energy (spin up / spin down): -1.7073 / -1.7084 eV
- HOMO level (spin up / spin down): -0.3545 / -0.3545 hartree
- ΔE to the lowest compared entry with this formula, charge and spin: 331.8 kJ/mol
- Net charge: 0

Structure (XYZ):
```
11
Properties=species:S:1:pos:R:3:forces:R:3:mulliken_charge:R:1
C 0.586758 -1.229720 -1.306526 -0.045 -0.396 0.057 -0.37
C -0.576752 -0.877980 -0.696594 1.738 1.064 -0.511 -0.30
C 0.971499 0.686295 -0.501218 1.947 0.543 -0.553 0.05
N 1.552726 -0.262630 -1.158988 -0.611 0.721 0.510 -0.53
N -0.347276 0.425520 -0.206445 0.805 -0.308 -0.113 0.03
O -0.578688 0.702607 2.635627 -2.120 1.293 -2.168 -0.61
S -1.323802 1.382544 0.660150 0.930 -0.967 3.477 0.17
H 0.989740 -2.048426 -1.861743 -0.936 -0.899 -0.086 0.42
H -1.540618 -1.208972 -0.557596 -1.683 -1.256 0.017 0.45
H 1.596226 1.541903 -0.277139 -0.969 0.427 0.507 0.38
H -1.329813 0.888859 3.270472 0.945 -0.222 -1.136 0.30
```
Positions in Å, forces in eV/Å.



For the records above, the corresponding maximum force values read 1.5, 4.2, 4.0, 3.7 eV/Å.